Formula: C6H10FNO2S
Source: the Open Molecules 2025 dataset
Level of theory: the ωB97M-V functional and the def2-TZVPD basis

```
21
C6H10FNO2S | the Open Molecules 2025 dataset | the ωB97M-V functional and the def2-TZVPD basis
H 1.1739 -0.5951 1.7451
N 0.9170 0.4257 1.8053
C 1.1889 1.0960 0.8002
C 1.8965 0.6962 -0.4023
S 2.0214 -1.0417 -1.0571
C 0.8756 2.5492 0.9881
O 1.1487 3.4229 0.2431
O 0.2599 2.7697 2.1296
H 1.3777 1.2376 -1.1663
H 2.8707 1.0763 -0.2974
H 0.8839 -1.5621 -0.6335
H 0.1369 1.7302 2.4589
C -1.5465 -1.4308 -1.8252
C -2.0142 -1.8542 -0.4364
C -1.7126 -0.9163 0.5709
F -1.1696 0.2817 0.3442
H -1.0985 -0.3316 -1.8509
H -0.6797 -1.8766 -2.2265
H -2.2676 -1.5834 -2.5834
H -2.3105 -2.8573 -0.2380
H -1.9519 -1.2363 1.6315
```

The SMILES is [H]/N=C(\CS)C(=O)O.C/C=C\F. The orbital gap is 9.94 eV. The HOMO energy comes out at -0.3575 Eh.



Formula: C6H10O
Source: the Open Molecules 2025 dataset
Level of theory: the ωB97M-V functional and the def2-TZVPD basis

```
17
C6H10O | the Open Molecules 2025 dataset | the ωB97M-V functional and the def2-TZVPD basis
C 0.6948 -1.8214 0.8635
C -0.5529 -1.8827 0.3873
C -1.2115 -0.9607 -0.5442
C -0.6388 -0.1348 -1.4267
O -1.2992 0.8581 -2.0824
H 1.4088 -1.0621 0.5559
H 1.0268 -2.5292 1.6187
H -1.2086 -2.6552 0.7873
H -2.2968 -0.9011 -0.4508
H 0.4116 -0.1525 -1.7026
H -2.1470 0.9964 -1.6357
C 1.0734 2.0209 0.0273
C 0.8603 1.4100 1.1876
H 0.2741 2.1726 -0.6941
H 2.0592 2.3762 -0.2611
H -0.1190 1.0212 1.4567
H 1.6583 1.2452 1.9075
```

The SMILES is C=C/C=C/O.C=C. The orbital gap is 9.28 eV. The HOMO energy comes out at -0.3078 Eh.



Formula: C5H9NO
Source: the Open Molecules 2025 dataset
Level of theory: the ωB97M-V functional and the def2-TZVPD basis

```
16
C5H9NO | the Open Molecules 2025 dataset | the ωB97M-V functional and the def2-TZVPD basis
H 2.1675 -1.7987 -1.0817
N 1.4440 -1.3239 -0.5320
C 0.9704 -0.3126 -1.1516
C -0.6045 0.3244 -1.4007
C -1.3306 0.3324 -0.1230
C -0.0747 0.7844 0.7795
C 0.1733 -0.1710 1.9287
O 0.1597 1.9928 0.8950
H 1.4412 -0.1276 -2.1356
H -1.0252 -0.2828 -2.1999
H -0.3126 1.3067 -1.7761
H -2.0747 1.1266 -0.0634
H -1.7045 -0.6408 0.1935
H -0.3804 -1.1069 1.8567
H 1.2333 -0.4250 1.9415
H -0.0823 0.3220 2.8690
```

The SMILES is [H]/N=C/CCC(C)=O. The orbital gap is 9.44 eV. The HOMO energy comes out at -0.3387 Eh.



Formula: CH4N2O2
Source: the Open Molecules 2025 dataset
Level of theory: the ωB97M-V functional and the def2-TZVPD basis

```
9
CH4N2O2 | the Open Molecules 2025 dataset | the ωB97M-V functional and the def2-TZVPD basis
C 1.9484 0.0873 0.2128
N -0.9159 -0.6217 -0.6565
N -0.2358 0.5746 -0.8801
O 2.8731 0.2384 -0.4992
O -0.8032 1.4388 0.0680
H 1.6802 -0.5124 1.1398
H -0.9550 -1.2113 -1.4393
H -1.1297 -1.1677 0.1432
H -0.1593 2.0254 0.4218
```

The orbital gap (spin up / spin down) is 8.61 / 8.11 eV. The HOMO energy (spin up / spin down) comes out at -0.2946 / -0.2803 Eh.



Formula: C20H55N5O5
Source: the Open Molecules 2025 dataset
Level of theory: the ωB97M-V functional and the def2-TZVPD basis

```
85
C20H55N5O5 | the Open Molecules 2025 dataset | the ωB97M-V functional and the def2-TZVPD basis
C 22.0217 -11.5428 19.2505
O 22.3424 -11.1930 17.9095
C 21.8843 -10.0098 17.2979
C 22.3906 -8.7419 18.0624
C 21.5827 -7.5462 17.6800
N 23.8016 -8.3367 17.7904
H 22.3417 -10.8592 20.0368
H 22.5278 -12.4782 19.4895
H 20.9389 -11.6661 19.2719
H 22.1990 -10.0057 16.2543
H 20.7959 -10.0527 17.3391
H 22.2678 -8.7410 19.1455
H 22.0141 -6.6234 18.0678
H 20.5404 -7.6316 17.9873
H 21.4324 -7.4594 16.6039
H 23.9468 -8.5502 16.8139
H 24.3905 -9.0124 18.2560
C 19.6330 -16.4864 23.5690
O 19.5309 -16.1840 22.1967
C 18.2570 -16.1088 21.6172
C 18.3193 -16.3011 20.0777
C 16.8688 -16.4467 19.4768
N 18.9791 -17.4885 19.7002
H 19.2342 -17.4825 23.7610
H 18.9504 -15.7943 24.0621
H 20.6185 -16.3080 23.9992
H 17.7778 -16.9718 22.0794
H 17.6875 -15.2106 21.8557
H 18.7973 -15.3967 19.7015
H 16.2745 -17.1746 20.0291
H 16.9159 -16.7339 18.4264
H 16.2998 -15.5345 19.6565
H 18.5607 -18.2927 20.1454
H 19.8764 -17.4214 20.1589
C 28.0254 -9.2331 19.9987
O 27.3937 -10.2999 19.3920
C 28.3210 -11.4198 19.2102
C 27.5420 -12.6680 18.6472
C 26.7861 -12.2476 17.3693
N 26.4518 -13.1208 19.6291
H 27.2947 -8.5174 20.3755
H 28.6418 -8.6840 19.2869
H 28.6740 -9.4243 20.8536
H 29.1351 -11.0968 18.5613
H 28.7109 -11.5869 20.2142
H 28.1077 -13.5812 18.4624
H 26.2732 -12.9650 16.7286
H 27.5959 -11.8572 16.7529
H 26.0796 -11.4232 17.4658
H 26.0105 -12.2456 19.8726
H 25.7536 -13.7202 19.2128
C 26.7805 -11.1912 24.6261
O 25.6035 -10.4070 24.7562
C 24.6294 -10.5783 23.6883
C 23.4971 -9.4384 23.7882
C 23.8544 -8.0071 23.7509
N 22.7346 -9.5596 24.9974
H 27.3969 -10.9195 25.4831
H 27.4885 -10.9802 23.8246
H 26.5724 -12.2565 24.7257
H 25.1967 -10.4863 22.7621
H 24.3485 -11.6285 23.7675
H 22.9087 -9.4985 22.8726
H 24.8169 -7.8350 24.2327
H 23.2024 -7.2260 24.1419
H 24.0285 -7.8270 22.6901
H 23.3641 -10.1390 25.5343
H 22.5240 -8.6711 25.4289
C 17.3615 -4.8953 19.9484
O 16.4254 -5.5842 19.0743
C 16.0428 -4.7778 17.9431
C 14.8750 -5.4254 17.2788
C 15.1336 -6.6500 16.4554
N 14.2830 -4.5544 16.2506
H 16.8690 -4.6093 20.8777
H 17.7512 -4.0590 19.3679
H 18.1374 -5.5751 20.3006
H 15.7013 -3.8834 18.4640
H 16.8474 -4.6219 17.2244
H 14.2072 -5.8565 18.0247
H 14.3240 -6.8629 15.7574
H 15.2087 -7.4812 17.1565
H 15.9716 -6.5765 15.7623
H 13.6312 -5.2143 15.8509
H 14.8419 -4.3154 15.4440
```

The SMILES is COC[C@H](C)N.COC[C@H](C)N.COC[C@H](C)N.COC[C@H](C)N.COC[C@H](C)N. The orbital gap is 9.44 eV. The HOMO energy comes out at -0.3255 Eh.



Formula: C5H6BNO2S
Source: the Open Molecules 2025 dataset
Level of theory: the ωB97M-V functional and the def2-TZVPD basis

```
16
C5H6BNO2S | the Open Molecules 2025 dataset | the ωB97M-V functional and the def2-TZVPD basis
B -1.3653 1.1472 -0.0538
C 0.3719 -1.4858 0.8313
C 1.5769 -0.7048 0.7366
C 1.0573 0.5942 -1.2360
C -0.1187 1.0217 -0.9077
C -0.5793 -1.6653 -0.0213
N 2.0015 -0.1927 -0.3685
O -2.6147 0.6462 -0.2415
O -1.2080 1.9783 0.9818
S -1.8290 -1.8584 -0.9479
H 0.3098 -1.8824 1.8332
H 2.3968 -0.7904 1.5136
H 1.5844 0.8037 -2.1902
H 2.9123 0.1585 -0.4526
H -2.4950 0.1475 -1.0399
H -2.0009 2.0826 1.5628
```

The orbital gap (spin up / spin down) is 5.68 / 7.83 eV. The HOMO energy (spin up / spin down) comes out at -0.2376 / -0.2994 Eh.



Formula: C3H3ClN2O
Source: the Open Molecules 2025 dataset
Level of theory: the ωB97M-V functional and the def2-TZVPD basis

```
10
C3H3ClN2O | the Open Molecules 2025 dataset | the ωB97M-V functional and the def2-TZVPD basis
N -0.5250 1.7473 0.0118
C -0.3357 0.4184 -0.0411
N -1.4371 -0.3352 -0.1003
O -1.0100 -1.6066 0.0414
C 0.3278 -1.6241 -0.0136
C 0.8401 -0.3664 -0.0316
Cl 2.5441 -0.1185 -0.0170
H -1.4503 2.0901 0.1473
H 0.2770 2.3788 -0.0169
H 0.7690 -2.5838 0.0199
```

The SMILES is Nc1nocc1Cl. The orbital gap is 9.65 eV. The HOMO energy comes out at -0.3270 Eh.



Formula: C42H37BrN9O6PSeZr
Source: the Open Molecules 2025 dataset
Level of theory: the ωB97M-V functional and the def2-TZVPD basis

```
98
C42H37BrN9O6PSeZr | the Open Molecules 2025 dataset | the ωB97M-V functional and the def2-TZVPD basis
Zr -0.9874 0.6504 -0.5935
C -3.2282 6.1125 0.7326
C -3.5484 5.2928 1.8068
C -3.3160 3.9265 1.7682
C -2.7573 3.3142 0.6271
C -2.4472 4.1543 -0.4626
C -2.6736 5.5165 -0.3992
N -2.5098 1.9637 0.5571
N -3.2255 1.2702 1.5096
C -2.7897 0.2614 2.1363
C -3.6589 -0.6005 2.9568
C -3.6693 -1.9318 2.9065
C -2.9027 -2.8519 2.0307
C -2.0125 -2.5421 1.0805
C -1.2589 -1.2855 0.7980
H -3.4062 7.1804 0.7712
H -3.9781 5.7214 2.7070
H -3.5480 3.3182 2.6311
H -2.0544 3.7165 -1.3711
H -2.4280 6.1201 -1.2666
H -4.4024 -0.0760 3.5459
H -4.4054 -2.4264 3.5345
H -3.3094 -3.8593 2.0064
H -1.7528 -3.3168 0.3607
C 6.8643 -1.2806 -0.3196
C 6.1172 -2.3914 -0.6793
C 4.7824 -2.4858 -0.3041
C 4.1765 -1.4733 0.4328
C 4.9406 -0.3619 0.7903
C 6.2730 -0.2634 0.4196
P 2.4221 -1.4884 0.9574
C 2.4986 -2.8639 2.1629
C 1.2874 -3.3480 2.6733
C 1.2681 -4.3383 3.6398
C 2.4587 -4.8619 4.1334
C 3.6639 -4.3862 3.6462
C 3.6843 -3.3977 2.6665
C 1.6154 -2.3060 -0.4605
C 1.5260 -3.6951 -0.5808
C 0.8643 -4.2843 -1.6472
C 0.2872 -3.4790 -2.6205
C 0.3762 -2.1013 -2.5215
C 1.0236 -1.4965 -1.4413
H 7.9007 -1.2012 -0.6262
H 6.5688 -3.1840 -1.2647
H 4.1965 -3.3476 -0.6031
H 4.4721 0.4430 1.3452
H 6.8426 0.6176 0.6898
H 0.3558 -2.9357 2.3111
H 0.3144 -4.6919 4.0133
H 2.4435 -5.6345 4.8936
H 4.5993 -4.7852 4.0225
H 4.6353 -3.0413 2.2904
H 1.9639 -4.3266 0.1829
H 0.7958 -5.3646 -1.7091
H -0.2410 -3.9204 -3.4577
H -0.0731 -1.4561 -3.2661
N 0.5235 2.5338 0.3441
N 0.3077 2.7886 1.7196
C -0.2663 1.7204 2.4175
N -0.5249 1.7368 3.6916
N -0.4668 0.6751 1.6087
N -1.3988 -0.2832 2.0398
O -2.2584 -0.7059 -0.1287
O -0.9969 -0.8804 3.2484
H 1.4723 2.2283 0.1488
H 0.3037 3.3717 -0.1849
H 1.0788 3.2287 2.2001
H -0.3502 2.6517 4.0921
H -0.8179 -0.0741 3.8019
Br -5.1112 -1.9323 -2.7159
C -5.2977 -0.0350 -2.5148
C -5.5812 0.7205 -3.6438
C -5.6904 2.0871 -3.4612
C -5.5243 2.6239 -2.1917
C -5.2447 1.7620 -1.1454
N -5.1422 0.4439 -1.3156
H -5.6640 0.2604 -4.6167
H -5.8641 2.7309 -4.3137
H -5.5627 3.6908 -2.0181
H -5.0778 2.1215 -0.1382
N 1.0361 -0.0745 -1.3735
C 2.1476 0.4898 -1.9644
C 3.2477 -0.2674 -2.4265
C 4.3982 0.3292 -2.9149
C 4.5178 1.7080 -3.0098
C 3.4129 2.4717 -2.6437
C 2.2613 1.8876 -2.1530
H 3.2063 -1.3476 -2.3945
H 5.2193 -0.3096 -3.2245
H 5.4206 2.1699 -3.3904
H 3.4320 3.5493 -2.7720
H 1.3877 2.5004 -2.0034
O -0.7264 2.2048 -2.1647
Se -1.4556 1.4024 -3.4767
O -2.7027 2.2533 -4.0306
O -1.9197 0.0853 -2.5467
O -0.3627 0.9846 -4.5778
```

The orbital gap is 5.96 eV. The HOMO energy comes out at -0.0678 Eh. Its charge is -2.



Taking the records one at a time from the top gives relative energy (zero: lowest compared OMol25 entry of this formula, charge and spin) values of 1.1 47.3 80.8 128.6 98.7 99.4 36.2 11.5 kcal/mol.
Taking the records one at a time from the top gives calculated total energy values of -937.8268 -309.7669 -325.8088 -300.2828 -1444.7379 -822.3062 -761.0038 -7930.7479 hartree.